# 1
{
  "formula": "C9H27N9O18",
  "method": "ωB97M-V with the def2-TZVPD basis set",
  "de_lowest_ev": 0.539,
  "s_squared": 0.754,
  "total_charge": -1,
  "orbital_gap_ev": [2.432, 6.056],
  "spin_multiplicity": 2,
  "species": ["C", "N", "O", "O", "H", "H", "H", "C", "N", "O", "O", "H", "H", "H", "C", "N", "O", "O", "H", "H", "H", "C", "N", "O", "O", "H", "H", "H", "C", "N", "O", "O", "H", "H", "H", "C", "N", "O", "O", "H", "H", "H", "C", "N", "O", "O", "H", "H", "H", "C", "N", "O", "O", "H", "H", "H", "C", "N", "O", "O", "H", "H", "H"],
  "coordinates": [[1.04832, -4.83892, 1.63511], [1.08596, -3.70267, 0.66326], [1.54429, -2.63206, 1.08599], [0.58568, -3.77342, -0.43664], [1.49099, -4.42035, 2.53895], [1.53947, -5.69683, 1.17591], [0.05629, -5.28458, 1.70843], [0.16339, 0.40746, -3.80435], [-0.48067, -0.90930, -3.84684], [-1.53279, -1.04445, -3.27546], [0.21838, -1.80993, -4.30472], [0.89043, 0.49026, -4.61222], [0.59194, 0.47814, -2.80462], [-0.62869, 1.10299, -4.08174], [3.52669, -1.53696, -2.68242], [3.56095, -1.18070, -1.23382], [4.50193, -1.67979, -0.60926], [2.60108, -0.54265, -0.80516], [2.54023, -1.24138, -3.03967], [3.78031, -2.57704, -2.88740], [4.21391, -0.80748, -3.11101], [-0.71889, 2.00541, 3.88959], [-0.73253, 0.55106, 3.54347], [0.26260, -0.10509, 3.60231], [-1.77870, 0.02927, 3.29392], [-1.45661, 2.57121, 3.32060], [0.28850, 2.36313, 3.67672], [-0.92955, 2.05045, 4.95808], [-2.99249, 3.20915, -4.13933], [-3.56198, 4.08122, -3.08922], [-4.64916, 4.56605, -3.27777], [-3.00640, 4.13763, -1.98540], [-2.58820, 2.37288, -3.56896], [-2.27995, 3.81528, -4.69878], [-3.80693, 2.94148, -4.81248], [3.16092, -1.11641, 3.27407], [4.59922, -1.12732, 3.45161], [5.27879, -1.88821, 2.77428], [5.07780, -0.42198, 4.30928], [2.76489, -2.12209, 3.13315], [3.01155, -0.58694, 2.33309], [2.70296, -0.46287, 4.01653], [-0.29845, -0.03648, 0.16467], [-0.82603, 1.35736, 0.02287], [-0.55541, 2.23257, 0.82318], [-1.56928, 1.53877, -0.91923], [-0.05615, -0.63296, -0.71488], [-0.97867, -0.55872, 0.83747], [0.65521, 0.08279, 0.67887], [-4.38488, -3.83327, 1.52572], [-3.01315, -3.20704, 1.60488], [-2.79497, -2.11427, 1.07795], [-2.14897, -3.91613, 2.21165], [-5.09948, -3.09098, 1.88132], [-4.33425, -4.65540, 2.23962], [-4.51644, -4.03334, 0.46235], [-0.27498, 4.73680, -0.96064], [0.34620, 5.45155, 0.15804], [-0.35574, 6.09929, 0.88948], [1.55306, 5.31992, 0.37029], [-0.47573, 5.41374, -1.79103], [-1.19907, 4.27326, -0.61526], [0.38314, 3.90899, -1.22466]]
}

***

# 2
{
  "formula": "C9H27NO8P3",
  "method": "ωB97M-V with the def2-TZVPD basis set",
  "de_lowest_ev": 0.000,
  "total_charge": 1,
  "orbital_gap_ev": 7.040,
  "species": ["C", "C", "N", "C", "P", "H", "H", "H", "H", "H", "H", "H", "H", "H", "C", "O", "P", "O", "O", "C", "O", "C", "H", "H", "H", "H", "H", "H", "H", "H", "H", "C", "O", "P", "O", "O", "C", "O", "C", "H", "H", "H", "H", "H", "H", "H", "H", "H"],
  "coordinates": [[2.44690, -2.56166, -1.07238], [1.53626, -1.29708, -1.20348], [1.74481, -0.22956, -0.50590], [0.29789, -1.35918, -2.19528], [-1.06087, -2.29131, -1.24404], [3.37377, -2.25078, -0.52633], [2.65989, -3.03748, -2.06492], [1.93410, -3.32559, -0.41812], [1.01316, 0.46660, -0.72793], [0.50740, -1.89459, -3.15710], [-0.11585, -0.33678, -2.44345], [-1.81251, -3.08382, -2.15318], [-0.46483, -3.12856, -0.25773], [-1.86732, -1.27876, -0.65766], [-3.11528, 5.36441, -3.05627], [-2.38278, 4.15497, -3.31374], [-3.24441, 2.70619, -2.99546], [-1.97631, 1.85848, -2.90388], [-3.87040, 2.67089, -4.50199], [-2.98194, 2.74476, -5.61270], [-4.32119, 1.46610, -2.54002], [-3.95122, 0.70900, -1.40839], [-2.48577, 6.21361, -3.31906], [-4.02704, 5.39638, -3.65986], [-3.37191, 5.42976, -1.99700], [-1.97111, 2.42335, -5.36026], [-2.95677, 3.76989, -5.98786], [-3.36990, 2.09896, -6.40120], [-3.56292, 1.34898, -0.61497], [-3.20247, -0.02875, -1.69822], [-4.83176, 0.17989, -1.04142], [1.68009, -1.93590, 2.16316], [1.73558, -2.29407, 3.54518], [2.98578, -1.51575, 4.44090], [2.95454, -2.54898, 5.55737], [2.01871, -0.24315, 4.78691], [0.75450, -0.49462, 5.38712], [4.32054, -0.63460, 5.02984], [5.46022, -1.38104, 5.43742], [0.84049, -2.46083, 1.70021], [1.53348, -0.85839, 2.05049], [2.60427, -2.23528, 1.66418], [0.72370, -1.45121, 5.90934], [-0.02224, -0.47186, 4.61800], [0.55360, 0.30307, 6.10310], [5.67914, -2.18350, 4.73206], [5.29578, -1.79064, 6.43346], [6.31221, -0.70158, 5.48108]]
}

***

# 3
{
  "formula": "C9H28ClN6O4Sr",
  "method": "ωB97M-V with the def2-TZVPD basis set",
  "de_lowest_ev": 0.000,
  "total_charge": 1,
  "orbital_gap_ev": 10.111,
  "species": ["Sr", "N", "C", "C", "N", "C", "C", "N", "C", "C", "N", "H", "H", "H", "H", "H", "H", "H", "H", "H", "H", "H", "H", "H", "H", "H", "H", "H", "H", "N", "C", "C", "C", "N", "H", "H", "H", "H", "H", "H", "H", "H", "H", "H", "O", "Cl", "O", "O", "O"],
  "coordinates": [[-0.23761, -0.48513, -0.39301], [-1.96277, -2.04144, -1.84125], [-3.09691, -1.13692, -2.11369], [-3.76202, -0.67572, -0.82383], [-2.89456, 0.08729, 0.09105], [-3.08431, 1.54062, -0.07266], [-2.61790, 2.09898, -1.40409], [-1.17795, 1.84970, -1.61522], [-3.17430, -0.25655, 1.49963], [-2.64788, -1.61233, 1.93073], [-1.17613, -1.64988, 1.88572], [-1.58335, -2.38091, -2.71952], [-2.29904, -2.86809, -1.35508], [-3.86376, -1.61092, -2.73342], [-2.70827, -0.28908, -2.67682], [-4.12856, -1.56281, -0.30228], [-4.65292, -0.08934, -1.08182], [-2.52562, 2.03424, 0.72316], [-4.14376, 1.80300, 0.05958], [-2.85473, 3.16656, -1.40970], [-3.17346, 1.65666, -2.23111], [-0.65478, 2.40805, -0.94279], [-0.91434, 2.19322, -2.53229], [-4.25308, -0.21101, 1.70279], [-2.70177, 0.50617, 2.12192], [-3.03039, -2.40509, 1.28374], [-3.03641, -1.81430, 2.93312], [-0.85633, -2.56842, 2.17343], [-0.79365, -1.00196, 2.57549], [1.95676, 0.08822, -1.90810], [2.79876, -0.91186, -2.59999], [3.40343, -1.93995, -1.65217], [2.47883, -3.03764, -1.14476], [1.51551, -2.55599, -0.13388], [1.76248, 0.84790, -2.55351], [2.50320, 0.50718, -1.15686], [3.61453, -0.42160, -3.13726], [2.18345, -1.41781, -3.34838], [3.86990, -1.42819, -0.80237], [4.21940, -2.42971, -2.18667], [3.09524, -3.84530, -0.74115], [1.91308, -3.45617, -1.98113], [2.02931, -2.13039, 0.63613], [1.04308, -3.35914, 0.26987], [0.56139, 0.63990, 3.25813], [1.00008, 1.19115, 2.01762], [1.83755, 2.31517, 2.17941], [1.67987, 0.14638, 1.23534], [-0.18459, 1.54278, 1.20896]]
}

***

# 4
{
  "formula": "C9H28MgN6O6",
  "method": "ωB97M-V with the def2-TZVPD basis set",
  "s_squared": 0.754,
  "total_charge": 1,
  "orbital_gap_ev": [8.297, 4.199],
  "spin_multiplicity": 2,
  "species": ["Mg", "C", "C", "O", "H", "H", "H", "H", "H", "C", "C", "O", "H", "H", "H", "H", "H", "C", "O", "N", "N", "H", "H", "H", "H", "C", "O", "N", "N", "H", "H", "H", "H", "C", "O", "N", "N", "H", "H", "H", "H", "C", "C", "O", "H", "H", "H", "H", "H", "H"],
  "coordinates": [[0.57224, -0.59117, 0.24262], [4.62229, -1.38764, 2.10588], [3.09005, -1.27643, 2.07305], [2.42741, -0.82648, 0.90923], [5.05209, -2.06334, 1.36641], [4.86867, -1.65478, 3.13352], [5.12547, -0.42233, 2.05039], [2.94372, -0.56180, 2.88299], [2.71325, -2.22424, 2.45747], [-1.29912, -0.30021, 3.24020], [-1.91915, -0.99487, 2.05361], [-1.13446, -1.17392, 0.92711], [-1.05448, 0.73318, 2.99456], [-0.39560, -0.79788, 3.59244], [-1.98387, -0.25848, 4.08724], [-2.91021, -0.57238, 1.88804], [-2.14542, -1.99076, 2.43452], [1.67814, -3.15727, -1.32105], [0.91717, -2.42354, -0.77274], [1.33876, -4.09998, -2.21634], [2.95262, -3.18386, -1.06871], [0.35779, -4.08315, -2.45614], [1.93143, -4.90226, -2.37506], [3.32701, -2.52706, -0.39898], [3.54751, -3.85306, -1.53604], [-0.17407, 2.55047, 1.07360], [0.27124, 1.45675, 0.71320], [0.08518, 3.11362, 2.17405], [-1.09501, 3.26060, 0.44317], [-0.44697, 3.93747, 2.41530], [0.67466, 2.61921, 2.82839], [-1.46467, 2.92543, -0.43497], [-1.30647, 4.12851, 0.91445], [0.34240, 0.75837, -2.52876], [0.49852, 0.10529, -1.50779], [-0.66040, 1.53769, -2.90792], [1.26245, 0.87101, -3.39308], [-1.40432, 1.50481, -2.22557], [-0.64415, 1.99226, -3.80970], [1.11825, 1.35346, -4.26860], [2.11699, 0.42130, -3.09709], [-4.14792, 1.94401, -2.13051], [-3.79363, 1.00066, -0.98905], [-2.42380, 0.84812, -0.83363], [-3.47623, 1.68042, -2.94749], [-3.86504, 2.96387, -1.86982], [-5.19275, 1.94299, -2.44105], [-4.34663, 0.10397, -1.26877], [-4.31763, 1.32822, -0.09115], [-2.23316, 0.24531, -0.11122]]
}

***

# 5
{
  "formula": "C9H28Si4",
  "method": "ωB97M-V with the def2-TZVPD basis set",
  "smiles": "C[Si](C)(C)[SiH]([Si](C)(C)C)[Si](C)(C)C",
  "de_lowest_ev": 0.000,
  "total_charge": 0,
  "orbital_gap_ev": 9.451,
  "species": ["C", "Si", "C", "C", "Si", "Si", "C", "C", "C", "Si", "C", "C", "C", "H", "H", "H", "H", "H", "H", "H", "H", "H", "H", "H", "H", "H", "H", "H", "H", "H", "H", "H", "H", "H", "H", "H", "H", "H", "H", "H", "H"],
  "coordinates": [[1.44778, 2.15229, 2.23329], [0.04020, 2.07024, 0.99597], [-1.45078, 3.01888, 1.68325], [0.72749, 2.85726, -0.57139], [-0.33508, -0.16723, 0.36121], [-1.43791, -0.12176, -1.70361], [-0.49696, 0.37950, -3.23999], [-2.96768, 0.95484, -1.65339], [-2.07699, -1.86378, -2.09314], [1.27951, -1.83613, 0.88834], [2.13830, -1.62033, 2.56058], [0.40466, -3.47128, 1.08931], [2.60762, -2.23493, -0.42664], [1.45250, 3.12210, 2.75656], [1.33112, 1.36976, 2.99389], [2.38481, 2.00289, 1.72543], [-2.33754, 2.87298, 1.04420], [-1.72525, 2.55109, 2.62074], [-1.21909, 4.03452, 1.90435], [1.26279, 3.76595, -0.20644], [1.47023, 2.18299, -0.97364], [-0.05808, 3.06348, -1.30772], [-1.28570, -0.35112, 1.43433], [-0.34358, 1.46957, -3.20346], [0.46149, -0.14505, -3.24829], [-1.11017, 0.18920, -4.11901], [-3.15808, 1.41448, -0.67290], [-2.73104, 1.74083, -2.31793], [-3.83983, 0.40200, -1.99549], [-2.45840, -1.86858, -3.12019], [-2.82323, -2.21173, -1.38017], [-1.24291, -2.54858, -2.02337], [1.43482, -1.45397, 3.36062], [2.67492, -2.56247, 2.74663], [2.82909, -0.78708, 2.55901], [0.84528, -4.26450, 0.47064], [0.42763, -3.75844, 2.13806], [-0.62105, -3.41004, 0.75797], [2.97930, -1.30045, -0.76711], [3.35173, -2.88910, 0.00834], [2.16809, -2.74827, -1.30882]]
}